145
Properties=species:S:1:pos:R:3:lowdin_charge:R:1 method="wB97M-V/def2-TZVPD" largest_force_ha_per_bohr=0.091 spin_multiplicity=1 charge=0 e_above_lowest_kj_mol=899.2 orbital_gap_ev=9.1
C 0.611 1.093 8.548 -0.103
O 1.794 0.339 8.289 -0.174
C 2.595 0.159 9.443 -0.193
C 3.437 -1.164 9.527 -0.495
C 4.271 -0.996 10.719 -0.089
N 4.165 -1.627 8.423 0.028
H 0.188 0.865 9.526 0.086
H -0.124 0.829 7.788 0.080
H 0.724 2.153 8.318 0.083
H 3.304 0.986 9.486 0.121
H 2.053 0.223 10.386 0.116
H 2.702 -1.964 9.616 0.134
H 4.808 -0.053 10.824 0.088
H 4.946 -1.822 10.943 0.082
H 3.570 -1.115 11.545 0.082
H 4.470 -2.587 8.499 0.079
H 3.627 -1.596 7.568 0.075
C -1.026 -6.742 5.608 -0.150
O -2.292 -6.431 5.955 -0.182
C -2.513 -5.122 6.391 -0.213
C -3.874 -4.395 6.223 -0.435
C -4.828 -5.196 7.001 -0.096
N -4.353 -4.354 4.827 0.038
H -0.896 -6.404 4.580 0.094
H -0.914 -7.826 5.589 0.090
H -0.321 -6.404 6.367 0.094
H -2.256 -4.892 7.425 0.127
H -1.973 -4.602 5.600 0.111
H -3.812 -3.345 6.509 0.139
H -5.083 -6.167 6.576 0.089
H -5.737 -4.597 7.055 0.083
H -4.542 -5.391 8.035 0.085
H -3.647 -4.224 4.116 0.065
H -4.837 -5.229 4.683 0.060
C 6.907 -2.247 -5.002 -0.147
O 5.694 -1.973 -5.583 -0.200
C 5.493 -0.754 -6.380 -0.138
C 4.050 -0.925 -6.897 -0.487
C 3.942 -2.094 -7.853 -0.070
N 3.528 0.205 -7.590 0.031
H 7.759 -1.586 -5.157 0.084
H 7.228 -3.234 -5.334 0.085
H 6.729 -2.230 -3.926 0.085
H 5.362 0.111 -5.729 0.117
H 6.215 -0.614 -7.185 0.128
H 3.412 -1.164 -6.046 0.143
H 4.672 -1.958 -8.651 0.081
H 2.930 -2.200 -8.245 0.077
H 4.156 -2.977 -7.251 0.073
H 3.703 0.940 -6.921 0.061
H 4.055 0.640 -8.334 0.077
C -1.953 0.313 -0.497 -0.092
O -0.942 -0.611 -0.060 -0.202
C 0.358 -0.194 -0.454 -0.176
C 1.029 0.690 0.695 -0.454
C 2.445 1.144 0.555 -0.087
N 1.021 -0.154 1.861 0.032
H -1.898 1.190 0.149 0.086
H -2.885 -0.249 -0.437 0.088
H -1.918 0.674 -1.525 0.082
H 1.005 -1.026 -0.731 0.124
H 0.310 0.422 -1.352 0.112
H 0.504 1.641 0.787 0.122
H 3.043 0.388 0.047 0.077
H 2.815 1.413 1.544 0.081
H 2.563 2.001 -0.107 0.072
H 0.933 0.350 2.731 0.077
H 0.161 -0.675 1.762 0.057
C -10.881 6.153 5.235 -0.085
O -11.006 4.768 5.635 -0.203
C -10.942 3.692 4.656 -0.163
C -9.670 2.840 4.572 -0.471
C -8.383 3.499 4.266 -0.087
N -9.778 1.666 3.734 0.028
H -9.875 6.293 4.839 0.072
H -11.037 6.871 6.040 0.084
H -11.602 6.298 4.431 0.079
H -11.730 2.957 4.818 0.118
H -11.279 4.093 3.700 0.117
H -9.526 2.354 5.537 0.138
H -8.175 4.333 4.936 0.079
H -8.271 3.727 3.206 0.081
H -7.536 2.814 4.318 0.074
H -8.921 1.140 3.829 0.071
H -9.823 1.956 2.768 0.070
O 3.450 6.287 -6.010 -0.048
C 3.510 7.677 -6.217 -0.255
C 3.003 7.964 -7.621 -0.304
O 3.710 7.403 -8.643 -0.035
H 4.255 6.024 -5.556 0.086
H 3.006 8.290 -5.470 0.112
H 4.517 8.008 -5.964 0.114
H 2.663 8.971 -7.863 0.118
H 2.070 7.423 -7.782 0.123
H 4.552 7.847 -8.519 0.089
O 7.674 1.112 5.261 -0.046
C 8.946 0.627 5.182 -0.250
C 9.083 0.021 3.665 -0.219
O 9.327 1.190 2.931 -0.087
H 7.215 0.388 5.693 0.093
H 9.729 1.350 5.412 0.116
H 9.052 -0.250 5.821 0.102
H 8.263 -0.565 3.250 0.107
H 9.900 -0.665 3.441 0.100
H 10.201 1.113 2.542 0.081
O 12.389 3.431 -1.857 -0.048
C 11.739 4.349 -2.687 -0.262
C 10.507 3.897 -3.482 -0.272
O 9.423 3.849 -2.623 -0.059
H 13.228 3.383 -2.321 0.084
H 11.301 5.119 -2.052 0.121
H 12.502 4.797 -3.324 0.118
H 10.571 2.932 -3.984 0.113
H 10.261 4.535 -4.331 0.118
H 9.749 3.381 -1.851 0.087
O -0.701 -8.274 -3.569 -0.054
C -1.312 -7.037 -3.420 -0.258
C -1.977 -6.658 -4.788 -0.243
O -3.255 -7.250 -4.937 -0.068
H -1.348 -8.960 -3.392 0.093
H -2.110 -7.077 -2.678 0.110
H -0.580 -6.296 -3.097 0.117
H -1.199 -6.942 -5.496 0.115
H -2.093 -5.610 -5.065 0.107
H -3.803 -6.901 -4.230 0.081
O -2.875 1.385 -9.200 -0.092
C -3.542 0.288 -8.520 -0.204
C -4.591 -0.286 -9.584 -0.215
O -3.841 -0.828 -10.698 -0.071
H -1.950 1.361 -8.943 0.080
H -2.827 -0.530 -8.428 0.112
H -4.042 0.602 -7.604 0.108
H -5.398 0.440 -9.683 0.108
H -4.991 -1.134 -9.028 0.104
H -3.164 -0.187 -10.924 0.069
O -10.135 -1.434 -5.157 -0.047
C -9.275 -0.451 -4.815 -0.293
C -10.036 0.439 -3.785 -0.246
O -10.470 -0.223 -2.616 -0.058
H -10.049 -1.800 -6.040 0.103
H -8.344 -0.779 -4.353 0.118
H -9.110 0.225 -5.655 0.118
H -10.946 0.782 -4.279 0.114
H -9.341 1.253 -3.583 0.115
H -10.717 -1.116 -2.867 0.077